(1)
ORCA calculation (wB97M-V/def2-TZVPD) on 6 unconnected molecules or ions with the total composition C34H78BF5N7O13S.

Orbital gap   6.154 eV
HOMO level   -10.6 eV
LUMO level   -0.165 hartree

Geometry as ORCA input:
```
! RIJCOSX wB97M-V def2-TZVPD def2/J DEFGRID3
* xyz 1 1
C 2.09337 -0.60068 2.35726
N 1.39722 0.47970 1.62858
C 0.30645 0.05126 0.81886
N -0.90866 0.96190 0.93194
C -0.96435 2.23433 0.71797
C 0.23204 3.08459 0.22229
F -0.23082 4.31258 -0.02819
F 1.16950 3.20005 1.17468
C 0.86223 2.53418 -1.08389
F -0.13361 1.91659 -1.78507
F 1.31291 3.55468 -1.80714
C -2.30446 2.86086 1.01728
C -2.96260 3.70564 -0.09231
C -4.36510 4.20244 0.33250
C -5.51442 3.72096 -0.55595
O -6.28211 2.77230 0.20979
C -7.22630 2.09496 -0.52279
C -7.19154 0.60858 -0.31003
O -7.99188 2.66749 -1.23146
C -2.07467 3.64279 2.35743
O -2.34758 5.01648 2.16958
O -3.04611 5.49284 3.32212
C -3.18532 1.58890 1.20729
C -2.23264 0.40135 1.31468
B -2.64392 -0.82108 0.29346
O -3.58763 -0.59644 -0.66721
O -1.97796 -1.99167 0.45052
S -2.16820 -0.17409 3.06231
O -0.83372 -0.51847 3.39943
O -2.95568 0.68794 3.86788
F -2.97677 -1.49954 2.93290
H 1.59211 -0.80467 3.29909
H 2.17436 -1.51855 1.76340
H 3.10943 -0.26581 2.56045
H 2.08245 0.98596 1.08749
H -0.03584 -0.92263 1.15743
H 0.52800 -0.01547 -0.25171
H 1.67257 1.82522 -0.90729
H -3.05821 3.08729 -0.99132
H -2.35238 4.55497 -0.37989
H -4.59660 3.83805 1.33703
H -4.36413 5.29082 0.38145
H -5.15350 3.23160 -1.46691
H -6.15652 4.54786 -0.86367
H -7.52786 0.12357 -1.22525
H -6.18757 0.26999 -0.05801
H -7.87642 0.33881 0.49751
H -2.68594 3.22777 3.16061
H -1.03017 3.54727 2.68991
H -3.94785 5.60092 2.97895
H -3.82740 1.47664 0.33501
H -3.85578 1.69959 2.05336
H -3.27234 -0.66591 -1.57701
H -2.49128 -2.76728 0.18264
C 0.21027 4.98040 -6.91334
C 0.34436 4.22580 -5.59536
C -0.98715 3.92003 -4.89744
O -1.61293 5.01232 -4.25509
C -2.31633 5.89785 -5.10959
N 1.28822 4.93242 -4.72732
H 0.05068 6.04625 -6.75043
H 1.12741 4.87922 -7.49190
H -0.61474 4.59408 -7.51401
H 0.78417 3.24880 -5.82581
H -0.78143 3.20680 -4.09234
H -1.68611 3.43545 -5.59345
H -2.81476 5.35364 -5.91738
H -1.66191 6.65759 -5.54089
H -3.07057 6.39922 -4.50491
H 1.48873 4.36731 -3.91097
H 0.82709 5.76113 -4.36153
C -5.29948 -4.33448 5.71422
C -5.94516 -5.50475 4.97679
C -5.02057 -6.21814 3.98462
O -4.76717 -5.51207 2.77959
C -3.81759 -4.47935 2.87651
N -7.19298 -5.04791 4.36217
H -5.27019 -3.43710 5.09460
H -5.88346 -4.08936 6.60006
H -4.28165 -4.56962 6.03148
H -6.20895 -6.25597 5.72729
H -5.50764 -7.14297 3.66987
H -4.07095 -6.49263 4.46334
H -2.99885 -4.74378 3.55399
H -4.26962 -3.54333 3.21075
H -3.40276 -4.32769 1.87639
H -7.71157 -5.84123 3.99885
H -6.96240 -4.48806 3.54636
C 2.33622 -1.03518 8.04151
C 1.03500 -0.79807 7.28275
C -0.13122 -1.69468 7.71326
O -0.05694 -3.03531 7.27218
C 0.79597 -3.87907 8.02386
N 1.29406 -0.88948 5.84107
H 2.86289 -1.91439 7.67015
H 3.00244 -0.18326 7.91076
H 2.15764 -1.16658 9.10972
H 0.71534 0.22754 7.49346
H -1.04235 -1.29877 7.25560
H -0.26980 -1.65916 8.80210
H 0.75194 -3.63691 9.09001
H 1.83374 -3.82203 7.68773
H 0.44588 -4.90034 7.88159
H 0.45810 -0.61167 5.33665
H 1.41309 -1.87502 5.61715
C 3.37414 0.09041 -7.35332
C 2.63309 0.57004 -6.11045
C 3.43608 0.47685 -4.80832
O 3.58066 -0.81863 -4.26726
C 4.57462 -1.62680 -4.87432
N 1.34345 -0.12125 -6.02363
H 3.37155 -0.99709 -7.42764
H 2.88398 0.47418 -8.24688
H 4.40946 0.43466 -7.35855
H 2.42365 1.63684 -6.24437
H 2.88672 1.03836 -4.04419
H 4.41772 0.95702 -4.92232
H 5.44769 -1.03349 -5.16049
H 4.19337 -2.15539 -5.75032
H 4.88370 -2.37027 -4.14127
H 0.78619 0.28616 -5.27850
H 1.51478 -1.07925 -5.73047
C 9.56264 -2.95204 -1.55882
C 9.03031 -4.05985 -2.46256
C 9.15405 -3.77179 -3.96273
O 8.23015 -2.82780 -4.47122
C 8.54583 -1.47220 -4.23411
N 7.65666 -4.38069 -2.06402
H 8.85007 -2.13195 -1.46719
H 9.73259 -3.34232 -0.55615
H 10.50573 -2.54942 -1.93217
H 9.63895 -4.95071 -2.27929
H 8.93652 -4.69661 -4.50205
H 10.17923 -3.47436 -4.22100
H 9.62123 -1.28240 -4.30403
H 8.18932 -1.13773 -3.25607
H 8.03847 -0.88305 -4.99805
H 7.34241 -5.21082 -2.55673
H 7.05213 -3.63347 -2.39421
*
```

These are the Löwdin partial charges, in e, on atoms 1 to 99: -0.06 -0.07 -0.13 0.12 0.04 -0.38 0.17 0.16 -0.28 0.08 0.13 -0.27 -0.09 -0.12 -0.15 -0.04 -0.53 0.03 0.15 -0.09 -0.14 0.02 -0.05 -0.21 -0.60 0.20 0.20 0.72 -0.21 -0.20 -0.11 0.04 0.09 0.10 0.09 0.12 0.15 0.16 0.13 0.12 0.12 0.13 0.13 0.13 0.10 0.06 0.10 0.14 0.15 0.11 0.12 0.13 0.14 0.14 -0.06 -0.43 -0.21 -0.20 -0.10 0.05 0.07 0.08 0.08 0.12 0.10 0.12 0.09 0.08 0.09 0.04 0.08 -0.07 -0.43 -0.20 -0.18 -0.12 0.04 0.06 0.08 0.08 0.14 0.12 0.12 0.10 0.06 0.08 0.07 0.07 -0.07 -0.43 -0.21 -0.19 -0.10 0.04 0.07 0.08 0.08 0.14 0.12

***

(2)
ORCA calculation (wB97M-V/def2-TZVPD) on 6 unconnected molecules or ions with the total composition C34H78ClNO2 in a non-equilibrium geometry.

Orbital gap   11.159 eV
HOMO level   -10.6 eV
LUMO level   0.022 hartree

Geometry as ORCA input:
```
! RIJCOSX wB97M-V def2-TZVPD def2/J DEFGRID3
* xyz 0 1
C 4.28171 -2.71576 1.35772
C 3.55090 -1.59701 0.59155
C 2.70967 -2.12178 -0.56688
Cl 2.99819 -1.15185 -2.05112
O 1.31582 -2.07267 -0.37047
C 0.88721 -2.57040 0.83799
N 0.18667 -1.63906 1.64191
O 1.03539 -3.72665 1.15671
H 3.92589 -3.69689 1.06752
H 4.16174 -2.58801 2.42627
H 5.34510 -2.68441 1.15120
H 2.96473 -0.97330 1.25537
H 4.29857 -0.94283 0.16270
H 3.01991 -3.12406 -0.83711
H 0.81506 -1.15898 2.26670
H -0.30400 -0.97038 1.06480
C 6.15295 -4.25649 -7.05955
C 6.20282 -5.23664 -5.89103
C 4.97090 -5.17098 -4.98979
C 4.74819 -3.82129 -4.30514
C 5.90993 -3.33415 -3.44211
C 6.21899 -4.25716 -2.26613
H 6.11121 -3.22224 -6.71479
H 7.04058 -4.35769 -7.68564
H 5.27655 -4.44193 -7.68386
H 7.10837 -5.05923 -5.30437
H 6.29148 -6.25278 -6.28364
H 5.04231 -5.95824 -4.23408
H 4.08331 -5.40739 -5.58468
H 3.85076 -3.89163 -3.68236
H 4.52632 -3.06169 -5.05958
H 5.65759 -2.34462 -3.05365
H 6.80875 -3.20270 -4.05076
H 5.34380 -4.37115 -1.62113
H 7.03197 -3.85484 -1.65960
H 6.52205 -5.25062 -2.59933
C -2.61781 -1.95740 -1.43342
C -3.02300 -0.50395 -1.21034
C -3.42957 -0.20100 0.22926
C -4.64691 -0.97153 0.73875
C -5.91808 -0.78090 -0.08904
C -6.41919 0.66030 -0.13234
H -3.43905 -2.64755 -1.23707
H -2.29961 -2.11162 -2.46494
H -1.78459 -2.23548 -0.78396
H -3.83006 -0.23744 -1.89769
H -2.17952 0.14108 -1.47182
H -3.60990 0.87343 0.32927
H -2.58277 -0.42358 0.88830
H -4.83605 -0.66634 1.77169
H -4.41457 -2.03905 0.78209
H -6.70197 -1.41424 0.33377
H -5.75686 -1.13909 -1.10936
H -6.63011 1.03126 0.87147
H -7.33879 0.73202 -0.71432
H -5.68913 1.32816 -0.59222
C -4.90390 1.51829 3.67898
C -4.90202 0.49753 4.81326
C -6.24501 0.38670 5.53292
C -6.71290 1.67006 6.22103
C -5.73915 2.23726 7.25221
C -5.47913 1.29674 8.42569
H -5.10805 2.52655 4.04237
H -3.93437 1.53870 3.17796
H -5.66096 1.26651 2.93586
H -4.11066 0.74407 5.52623
H -4.64599 -0.48465 4.40638
H -6.18818 -0.42229 6.26615
H -7.00938 0.08268 4.81073
H -7.67117 1.47095 6.71061
H -6.91602 2.43600 5.46739
H -6.15194 3.17357 7.63833
H -4.79041 2.49780 6.77479
H -6.40955 1.05516 8.94329
H -4.80342 1.75647 9.14840
H -5.02077 0.36195 8.09996
C 8.82378 -1.79331 -13.20092
C 8.86585 -2.76480 -12.02468
C 7.63021 -2.69060 -11.12915
C 7.40690 -1.33759 -10.45157
C 8.56936 -0.85254 -9.58673
C 8.87942 -1.78312 -8.41812
H 8.78318 -0.75616 -12.86553
H 9.71193 -1.90114 -13.82480
H 7.94909 -1.98057 -13.82673
H 9.76899 -2.58591 -11.43497
H 8.95345 -3.78397 -12.40952
H 7.69621 -3.47354 -10.36833
H 6.74483 -2.92869 -11.72684
H 6.50870 -1.40770 -9.82994
H 7.18811 -0.57993 -11.20900
H 8.31872 0.13657 -9.19512
H 9.46639 -0.71830 -10.19716
H 8.00451 -1.90008 -7.77667
H 9.69277 -1.38489 -7.80995
H 9.18233 -2.77348 -8.76174
C -4.10071 6.59082 8.28208
C -5.22938 6.01476 9.13248
C -6.62214 6.34370 8.59802
C -6.95803 7.83516 8.55066
C -6.85218 8.55986 9.89144
C -7.81214 8.02393 10.94997
H -4.13575 7.68061 8.25010
H -3.12787 6.30643 8.68522
H -4.16074 6.21982 7.25686
H -5.12644 6.36452 10.16317
H -5.12243 4.92716 9.17031
H -7.36681 5.82026 9.20422
H -6.71853 5.93469 7.58696
H -7.97642 7.94812 8.16627
H -6.30821 8.33359 7.82621
H -7.06215 9.61992 9.72840
H -5.82709 8.50869 10.26798
H -8.84693 8.10072 10.61043
H -7.72106 8.58967 11.87793
H -7.61064 6.97777 11.18453
*
```

These are the Löwdin partial charges, in e, on atoms 1 to 99: -0.08 -0.23 -0.68 0.67 -0.07 -0.56 0.15 0.14 0.07 0.07 0.07 0.10 0.09 0.10 0.09 0.08 -0.11 -0.27 -0.23 -0.24 -0.27 -0.10 0.06 0.06 0.08 0.10 0.10 0.10 0.11 0.10 0.10 0.08 0.10 0.06 0.07 0.07 -0.10 -0.26 -0.23 -0.22 -0.26 -0.10 0.07 0.07 0.06 0.10 0.10 0.10 0.09 0.09 0.11 0.10 0.10 0.06 0.07 0.07 -0.11 -0.26 -0.23 -0.23 -0.27 -0.11 0.07 0.07 0.05 0.10 0.10 0.10 0.11 0.11 0.10 0.09 0.10 0.08 0.07 0.07 -0.11 -0.27 -0.23 -0.23 -0.27 -0.11 0.06 0.07 0.07 0.10 0.10 0.09 0.11 0.11 0.10 0.10 0.10 0.06 0.07 0.07 -0.11 -0.27 -0.23

***

(3)
ORCA calculation (wB97M-V/def2-TZVPD) on 11 unconnected molecules or ions with the total composition C34H78N3O12P in a non-equilibrium geometry.

Orbital gap   7.734 eV
HOMO level   -8.4 eV
LUMO level   -0.026 hartree

Geometry as ORCA input:
```
! RIJCOSX wB97M-V def2-TZVPD def2/J DEFGRID3
* xyz 0 1
C 2.01657 -3.46867 0.07038
C 2.08230 -2.02700 -0.59038
O 2.36985 -1.01927 0.44277
C 1.88956 0.21890 0.01516
O 2.19624 0.56299 -1.12460
C 1.02981 1.16426 0.96344
C 0.68383 0.52207 2.36909
C -0.87207 0.49688 2.70608
C -1.72457 -0.14631 1.55106
C -1.07643 -1.28911 0.77048
C -1.84698 -1.85240 -0.31498
C -3.22544 -1.36428 -0.68219
N -3.84217 -1.97393 -1.76627
C -5.07190 -1.44337 -2.03470
P -5.99423 -2.16259 -3.51349
N -7.11503 -1.12777 -3.98733
C -5.68677 -0.36296 -1.21354
N -5.12283 0.25959 -0.13985
C -3.85530 -0.27133 0.08101
C -3.04980 0.32349 1.21339
H 1.29799 -4.12077 -0.50176
H 1.70871 -3.37796 1.15506
H 3.01507 -3.98786 0.03576
H 2.82153 -1.95870 -1.42822
H 1.03199 -1.81430 -0.95275
H 1.68583 2.06191 1.17070
H 0.13493 1.52111 0.38549
H 1.15764 1.17152 3.16684
H 1.12762 -0.50481 2.51991
H -1.21986 1.56541 2.79047
H -1.01414 -0.09205 3.65233
H -0.05556 -1.64771 1.05029
H -1.38952 -2.67349 -0.93373
H -6.56447 -3.43289 -3.19739
H -4.99852 -2.38203 -4.53006
H -6.84510 -0.88744 -4.95406
H -6.70886 -0.00505 -1.52748
H -3.50487 1.15949 1.81227
C 4.85529 2.75027 -2.52895
C 3.96656 3.91617 -2.91387
O 2.70526 3.44134 -3.36270
H 4.99409 2.07865 -3.37902
H 5.83435 3.09998 -2.19249
H 4.39849 2.16143 -1.72932
H 4.41053 4.49317 -3.72651
H 3.81639 4.58376 -2.05827
H 2.30863 2.93493 -2.64169
C 8.19931 1.46604 -4.72997
C 9.22191 0.85509 -3.79256
O 8.96560 1.25736 -2.45186
H 8.22457 2.55614 -4.66698
H 8.38831 1.16821 -5.76378
H 7.18917 1.15304 -4.45286
H 10.22781 1.18527 -4.05620
H 9.19276 -0.23844 -3.84335
H 8.07656 0.95351 -2.22001
C -2.48263 -2.51149 6.99473
C -2.48645 -1.04955 6.59144
O -2.95196 -0.90432 5.25329
H -1.84553 -3.09172 6.32371
H -2.12072 -2.63401 8.01774
H -3.48858 -2.93432 6.92538
H -1.47767 -0.63694 6.64125
H -3.13199 -0.46462 7.25439
H -3.84724 -1.26138 5.21547
C 8.02438 -0.75092 1.55426
C 7.83181 0.45509 0.65509
O 6.76996 0.21610 -0.26825
H 8.25064 -1.63877 0.95978
H 8.83856 -0.58424 2.26272
H 7.10986 -0.96607 2.11457
H 8.73783 0.65359 0.08163
H 7.59347 1.34711 1.24343
H 5.96992 0.05076 0.24508
C 6.30952 -6.27651 2.26342
C 5.39718 -5.14627 1.82645
O 4.14554 -5.65988 1.38693
H 6.47297 -6.97574 1.44062
H 7.27628 -5.89259 2.59692
H 5.85668 -6.84467 3.08063
H 5.84322 -4.59503 0.99674
H 5.22129 -4.44727 2.65144
H 3.74844 -6.13809 2.12596
C -1.02672 3.69515 -2.89275
C -0.62144 2.91964 -1.65655
O -1.62467 1.96202 -1.33093
H -1.97884 4.20720 -2.73479
H -0.26754 4.43606 -3.15262
H -1.16582 3.02075 -3.74207
H -0.50179 3.59250 -0.80503
H 0.32780 2.39773 -1.81811
H -1.71700 1.36777 -2.08579
C -0.06547 -7.99463 1.83877
C 0.90546 -7.49627 2.89122
O 1.51551 -6.27991 2.46747
H 0.44975 -8.15774 0.88988
H -0.53389 -8.93036 2.15085
H -0.84892 -7.25444 1.65404
H 1.69754 -8.22787 3.05728
H 0.39256 -7.32067 3.84233
H 0.81299 -5.63333 2.33062
C -9.12835 -2.86255 1.09733
C -8.17522 -3.51895 0.11775
O -7.87323 -2.62910 -0.95199
H -10.05298 -2.57161 0.59455
H -9.37189 -3.53951 1.91905
H -8.68937 -1.95085 1.51183
H -8.62477 -4.41613 -0.31002
H -7.24128 -3.80338 0.61417
H -7.46776 -1.84171 -0.56905
C -3.79910 6.23960 -4.47075
C -3.08701 7.46338 -3.92837
O -3.93009 8.16605 -3.02299
H -4.72027 6.52753 -4.98186
H -3.16160 5.69612 -5.17194
H -4.08241 5.56547 -3.65794
H -2.82452 8.14434 -4.73932
H -2.16774 7.17898 -3.40501
H -4.15080 7.56094 -2.30290
C -5.30695 7.96376 1.74046
C -4.48333 6.89675 1.04653
O -4.43839 7.13882 -0.35661
H -6.32353 7.98145 1.34226
H -5.35297 7.78337 2.81645
H -4.87922 8.95521 1.56870
H -4.92464 5.91163 1.20175
H -3.45963 6.88102 1.43380
H -4.03793 8.00811 -0.49338
*
```

These are the Löwdin partial charges, in e, on atoms 1 to 99: -0.06 -0.20 -0.08 -0.41 0.07 -0.06 -0.19 -0.15 -0.17 0.00 0.00 -0.20 0.09 -0.35 0.73 -0.33 -0.12 0.12 -0.19 0.03 0.08 0.08 0.06 0.13 0.10 0.13 0.10 0.11 0.11 0.12 0.10 0.09 0.11 0.00 0.00 -0.05 0.11 0.12 -0.09 -0.32 -0.09 0.07 0.08 0.06 0.11 0.11 0.05 -0.09 -0.32 -0.10 0.08 0.07 0.06 0.11 0.11 0.06 -0.10 -0.32 -0.10 0.07 0.07 0.07 0.11 0.11 0.08 -0.09 -0.31 -0.09 0.08 0.07 0.07 0.10 0.11 0.08 -0.09 -0.32 -0.11 0.08 0.07 0.07 0.11 0.11 0.06 -0.08 -0.32 -0.09 0.07 0.08 0.08 0.12 0.08 0.09 -0.09 -0.31 -0.10 0.08 0.07 0.07 0.11

***

Question: What is the orbital gap in the third record?
Answer: 7.734 eV